Entry a
This record from the Open Molecules 2025 dataset describes a single C5H11NO3 molecule. The level of theory is ωB97M-V/def2-TZVPD.

Summary:
LUMO energy	0.55	eV
Kohn-Sham gap	8.5	eV
SMILES string	C=C[C@H](C)C(O)(O)ON
HOMO	-7.94	eV

Geometry as ORCA input:
```
! RIJCOSX wB97M-V def2-TZVPD def2/J DEFGRID3
* xyz 0 1
C 1.06721 1.61265 0.01608
C -0.64106 0.08203 1.11921
C -0.30530 0.94874 -0.08189
O -1.94438 0.15325 1.57970
O 0.22956 0.07603 2.17750
H -0.26322 -0.34434 2.90079
H -2.49877 0.44745 0.84232
H -1.06221 1.73184 -0.19572
H 1.07059 2.37044 0.80553
H 1.31822 2.08747 -0.93610
H 1.85395 0.88717 0.23288
N 0.43150 -2.43733 0.29050
C -0.47451 0.00923 -1.35717
C 0.47266 -0.17578 -2.30426
O -0.51914 -1.35947 0.25089
H -0.09171 -3.19339 0.73130
H 1.13261 -2.15704 0.97894
H -1.51047 -0.13548 -1.66353
H 0.20258 -0.52498 -3.29393
H 1.53190 -0.07850 -2.09304
*
```

Atom charges from the Mulliken analysis, given in e for atoms 1 to 5: -1.74, 0.79, 0.12, -0.59, -0.50


Entry b
This record from the Open Molecules 2025 dataset describes 2 unconnected molecules or ions with the total composition C5H11NO3. The level of theory is ωB97M-V/def2-TZVPD.

Summary:
LUMO energy	0.92	eV
Kohn-Sham gap	10.7	eV
SMILES string	CC(=O)ON.CCC=O
HOMO	-9.83	eV

Geometry as ORCA input:
```
! RIJCOSX wB97M-V def2-TZVPD def2/J DEFGRID3
* xyz 0 1
C -1.16144 -0.08166 1.35904
C -2.66266 -0.15279 1.59185
C -0.53066 -1.43225 0.96298
O 0.57967 -1.77701 1.26477
H -1.28255 -2.15274 0.59070
H -0.61812 0.29844 2.22588
H -0.97581 0.63144 0.54856
H -3.17302 -0.54685 0.71527
H -3.06348 0.84467 1.75879
H -2.89752 -0.76991 2.45739
C 2.22366 0.70814 0.09233
C 1.28499 0.64451 -1.06815
N 1.11666 -0.14249 -3.30315
O 1.85789 -0.06977 -2.09082
O 0.20390 1.16240 -1.20410
H 0.19046 0.23765 -3.07966
H 1.57357 0.48645 -3.96162
H 3.24426 0.55600 -0.24507
H 2.11369 1.65918 0.60716
H 1.97650 -0.10341 0.77786
*
```

Atom charges from the Mulliken analysis, given in e for atoms 1 to 5: 0.07, -1.45, -0.03, -0.51, 0.36


Energies in kcal/mol, measured from the most stable structure: entry a 54.1; entry b 0.0.


Entry a
This record from the Open Molecules 2025 dataset describes a single C11H12NP molecule. The level of theory is ωB97M-V/def2-TZVPD.

Summary:
LUMO energy	-0.04	eV
Kohn-Sham gap	7.6	eV
SMILES string	C1=C\PNC/C=c2/cccc/c2=C/1
HOMO	-7.63	eV

Geometry as ORCA input:
```
! RIJCOSX wB97M-V def2-TZVPD def2/J DEFGRID3
* xyz 0 1
C 3.15526 0.32207 0.59342
C 3.06294 -0.67670 -0.39823
C 2.04919 1.02468 0.95595
C 1.84619 -1.05087 -0.87741
C 0.77304 0.73313 0.39225
C 0.65055 -0.50619 -0.33513
C -0.12152 1.79307 0.22210
C -1.15260 1.84048 -0.71996
C -1.38986 -1.45650 0.73721
C -0.54435 -1.19705 -0.46932
C -2.06108 0.85023 -1.03712
N -2.82508 -1.31539 0.58595
P -3.27578 0.26840 0.19429
H 4.11729 0.55281 1.02186
H 3.96225 -1.16645 -0.74231
H 2.12895 1.85886 1.63643
H 1.75947 -1.86323 -1.58367
H 0.24769 2.75132 0.57562
H -1.13792 2.73163 -1.34376
H -1.19435 -2.48753 1.06024
H -1.08710 -0.77887 1.54150
H -0.62436 -1.93443 -1.26125
H -2.50159 0.90685 -2.03224
H -3.23094 -2.02290 -0.01601
H -2.60629 0.82260 1.29959
*
```

Atom charges from the Mulliken analysis, given in e for atoms 1 to 5: -0.46, -0.44, -0.75, -0.90, 0.71


Entry b
This record from the Open Molecules 2025 dataset describes a molecular structure, C11H12NP. The level of theory is ωB97M-V/def2-TZVPD.

Summary:
LUMO energy (alpha / beta)	-0.52 / -0.27	eV
Kohn-Sham gap (alpha / beta)	6.4 / 6.4	eV
HOMO (alpha / beta)	-6.96 / -6.62	eV

Geometry as ORCA input:
```
! RIJCOSX wB97M-V def2-TZVPD def2/J DEFGRID3
* xyz 0 1
C 1.86065 -0.04270 -3.11852
C 2.10315 1.13029 -2.29604
C 0.68990 -0.76618 -2.79030
C 1.58029 1.25090 -1.05492
C 0.09874 -0.61049 -1.56139
C 0.60986 0.26427 -0.59926
C -0.60975 0.27016 2.69002
C 0.36471 0.12383 0.72489
C -2.35750 -1.84210 1.97636
C -3.11542 -2.58926 0.93448
C 0.73985 2.24031 1.91639
N 0.30231 0.88414 1.79848
P -0.95557 -1.05641 1.58746
H 2.29519 -0.23479 -4.07639
H 2.80158 1.74538 -2.77549
H 0.17077 -1.46423 -3.45821
H 2.03401 1.93019 -0.38790
H -0.84155 -1.13660 -1.28160
H -0.44095 0.42760 3.75211
H -3.46329 -1.87277 0.14478
H -4.04009 -3.10696 1.25079
H -2.39879 -3.27367 0.38755
H 0.04879 2.79635 2.53157
H 1.61404 2.14094 2.61598
H 0.90906 2.79178 1.08915
*
```

Atom charges from the Mulliken analysis, given in e for atoms 1 to 5: -0.79, -0.52, -0.24, -0.73, -0.40


Energies in kcal/mol, measured from the most stable structure: entry a 0.0; entry b 116.8.